Version w
Computed, not measured: 3 unconnected molecules or ions with the total composition C4H12O3, with wB97M-V/def2-TZVPD.

**Lowest unoccupied orbital energy**: 0.510 eV
**M**: 108.137 u
**HOMO level**: -9.6 eV
**Orbital gap**: 10.09 eV
**SMILES string**: CC(C)C=O.O.O
**Net charge**: 0

Positions of all 19 atoms, in Å:
C: -0.25580 -0.80103 -0.72508
C: 0.90064 -0.04613 -0.14646
C: 1.18591 1.32312 -0.78388
C: 2.21322 -0.85502 -0.50014
O: 2.82132 -0.60226 -1.50848
H: -0.91783 -1.28977 -0.00333
H: -0.06172 -1.60616 -1.43790
H: -0.78094 -0.21929 -1.47273
H: 0.91720 -0.07958 0.92635
H: 0.97331 2.17871 -0.16007
H: 0.68009 1.45682 -1.76235
H: 2.25283 1.41098 -1.01290
H: 2.46321 -1.70658 0.15544
O: -2.05675 1.43281 1.00787
H: -1.21517 1.83953 0.80263
H: -2.83282 1.85439 0.64162
O: -2.10889 -1.83897 1.90596
H: -1.44005 -1.32005 2.36846
H: -2.73778 -1.13154 1.70499

Version x
Computed, not measured: 4 unconnected molecules or ions with the total composition C4H12O3, with wB97M-V/def2-TZVPD.

**Lowest unoccupied orbital energy**: 0.631 eV
**M**: 108.137 u
**HOMO level**: -9.7 eV
**Orbital gap**: 10.32 eV
**SMILES string**: C=CC=C.O.O.O
**Net charge**: 0

Positions of all 19 atoms, in Å:
C: -1.52997 -2.68363 -0.93138
C: -2.21370 -2.00646 -1.94003
C: -1.91178 -0.69099 -2.49801
C: -2.38449 0.52324 -2.10674
H: -0.66436 -2.24171 -0.31378
H: -1.88028 -3.64413 -0.67398
H: -3.09746 -2.57538 -2.50433
H: -1.00344 -0.75501 -3.15873
H: -2.13264 1.49566 -2.70951
H: -3.39350 0.62167 -1.49919
O: 3.58908 -4.98243 3.86990
H: 3.97203 -4.13979 4.13052
H: 4.04348 -5.18587 3.04064
O: 0.97989 2.53724 -0.84402
H: 1.06713 2.38551 -1.80953
H: 0.17137 3.04452 -0.90427
O: 1.98908 6.29457 3.96816
H: 2.12499 6.60576 3.03161
H: 2.27457 5.39723 3.85269

What should be chosen as the least stable of them? Choose version x.

Version w
Computed, not measured: 3 unconnected molecules or ions with the total composition C4H12O3, with wB97M-V/def2-TZVPD.

**Lowest unoccupied orbital energy**: 0.778 eV
**M**: 108.137 u
**HOMO level**: -10.1 eV
**Orbital gap**: 10.90 eV
**SMILES string**: CC(C)C=O.O.O
**Net charge**: 0

Positions of all 19 atoms, in Å:
C: 0.22281 0.78351 -1.79146
C: -0.48225 0.43863 -0.46250
C: -1.91345 1.11114 -0.53246
C: 0.23806 1.16132 0.61126
O: 1.39111 0.91266 0.83947
H: -0.19336 0.40185 -2.70263
H: 1.24252 0.30058 -1.78948
H: 0.40291 1.84028 -1.94421
H: -0.56814 -0.69116 -0.32888
H: -2.29100 0.82928 -1.62287
H: -2.10376 2.09053 -0.49265
H: -2.67452 0.56701 0.11476
H: -0.45838 1.94780 1.19458
O: -0.40078 -2.45578 1.08671
H: -0.44212 -3.41529 1.29291
H: 0.55526 -2.10503 1.42122
O: 2.41074 -1.59420 1.83479
H: 2.82158 -1.04160 2.30947
H: 2.24276 -1.08152 0.96197

Version x
Computed, not measured: 4 unconnected molecules or ions with the total composition C4H12O3, with wB97M-V/def2-TZVPD.

**Lowest unoccupied orbital energy**: 0.475 eV
**M**: 108.137 u
**HOMO level**: -8.8 eV
**Orbital gap**: 9.28 eV
**SMILES string**: C=CC=C.O.O.O
**Net charge**: 0

Positions of all 19 atoms, in Å:
C: -0.33608 -2.62392 0.31587
C: -0.47348 -1.34359 0.66492
C: -0.97338 -1.01608 2.00113
C: -1.20364 0.16957 2.54920
H: -0.50058 -3.43073 1.00998
H: 0.04601 -2.89222 -0.66358
H: -0.67774 -0.56985 -0.06734
H: -1.03282 -1.84890 2.69931
H: -1.77625 0.19640 3.46293
H: -1.00209 1.11943 2.07268
O: 4.22441 0.41130 -0.27594
H: 4.59518 0.81873 -1.07174
H: 4.36758 1.11406 0.37586
O: 0.43764 1.25081 -2.03750
H: 0.91102 1.13597 -1.20882
H: 0.20140 2.17199 -2.16826
O: -2.59616 1.79022 -1.80490
H: -2.38976 2.38252 -2.53233
H: -2.03150 1.01324 -1.86448

What should be chosen as the least stable of them? Choose version w.

Version w
Computed, not measured: 2 unconnected molecules or ions with the total composition BrH4N2P, with wB97M-V/def2-TZVPD.

**Lowest unoccupied orbital energy**: 0.793 eV
**M**: 142.924 u
**HOMO level**: -9.4 eV
**Orbital gap**: 10.17 eV
**SMILES string**: [H]/N=P/N.Br
**Net charge**: 0

Positions of all 8 atoms, in Å:
H: -0.96433 3.05990 0.61817
N: -0.55045 2.15164 0.40244
P: 0.95844 2.06642 0.46573
N: 1.08254 0.42930 0.28919
H: 0.31701 -0.02931 -0.13585
H: 1.85373 -0.22274 0.48715
Br: -1.18219 -3.12178 -1.34141
H: -1.51475 -4.33343 -0.78542

Version x
Computed, not measured: BrH4N2P in the gas phase, with wB97M-V/def2-TZVPD.

**Lowest unoccupied orbital energy**: 0.520 eV
**M**: 142.924 u
**HOMO level**: -8.8 eV
**Orbital gap**: 9.27 eV
**SMILES string**: NP(N)Br
**Net charge**: 0

Positions of all 8 atoms, in Å:
N: -0.54304 -1.14842 -0.27639
P: 0.37572 -0.28256 0.80649
N: -0.23610 1.18546 0.51601
Br: 2.71303 -0.09032 -0.30239
H: -0.79992 -0.77542 -1.26226
H: -0.13567 -2.02419 -0.52690
H: -0.15570 2.09635 0.96896
H: -1.21833 1.03910 0.07648

What should be chosen as the least stable of them? Choose version w.

Version w
Computed, not measured: C21H23N3O5 in the gas phase, with wB97M-V/def2-TZVPD.

**Lowest unoccupied orbital energy**: 0.652 eV
**M**: 397.431 u
**HOMO level**: -8.3 eV
**Orbital gap**: 8.99 eV
**SMILES string**: CCOc1ccc(N2C(=O)C[C@H](N3CCN(C(=O)c4ccco4)CC3)C2=O)cc1
**Net charge**: 0

Positions of all 52 atoms, in Å:
C: -5.57666 -0.78602 -1.32802
C: -5.67346 0.41932 -0.39768
O: -4.76671 0.35000 0.68532
C: -3.46562 0.69456 0.51410
C: -2.88588 1.13237 -0.67228
C: -1.54473 1.47200 -0.70912
C: -0.77100 1.39423 0.43781
N: 0.60344 1.75743 0.40008
C: 1.08392 2.88616 -0.24744
O: 0.41983 3.65167 -0.89168
C: 2.56799 2.97927 0.04338
C: 2.94628 1.61662 0.61599
N: 3.67931 0.79179 -0.33373
C: 3.02913 0.50260 -1.59333
C: 1.96961 -0.61625 -1.52466
N: 2.40594 -1.64961 -0.61405
C: 1.60352 -2.39614 0.18916
O: 2.05965 -3.15916 1.02299
C: 0.14454 -2.29499 -0.00132
C: -0.82928 -2.58645 0.91758
C: -2.06445 -2.41156 0.25819
C: -1.75620 -2.04128 -1.01469
O: -0.42884 -1.96145 -1.18359
C: 3.83564 -1.69651 -0.40786
C: 4.30732 -0.39555 0.25231
C: 1.59780 1.01122 1.01688
O: 1.41675 0.03692 1.69631
C: -1.34007 0.95381 1.62792
C: -2.66997 0.60262 1.65932
H: -5.72199 -1.70186 -0.76119
H: -4.60222 -0.83160 -1.80644
H: -6.34465 -0.71900 -2.09365
H: -6.65884 0.43868 0.07685
H: -5.54079 1.35517 -0.95362
H: -3.46090 1.21834 -1.58025
H: -1.10837 1.81305 -1.63463
H: 2.71405 3.77257 0.77867
H: 3.13607 3.24710 -0.84562
H: 3.58223 1.70858 1.50074
H: 3.82183 0.21710 -2.29122
H: 2.56048 1.40619 -1.98529
H: 1.01499 -0.20920 -1.18916
H: 1.81693 -1.03315 -2.52985
H: -0.65972 -2.87737 1.93253
H: -3.04237 -2.54447 0.67212
H: -2.36398 -1.82309 -1.87058
H: 4.04567 -2.54333 0.24683
H: 4.33031 -1.85357 -1.37148
H: 5.39475 -0.30088 0.14045
H: 4.07026 -0.44885 1.31575
H: -0.74077 0.88096 2.52033
H: -3.12764 0.25927 2.57287

Version x
Computed, not measured: C21H23N3O5 in the gas phase, with wB97M-V/def2-TZVPD.

**Lowest unoccupied orbital energy**: 0.507 eV
**M**: 397.431 u
**HOMO level**: -8.2 eV
**Orbital gap**: 8.75 eV
**SMILES string**: COc1ccccc1NC(=O)C1=C(C)NC(=O)N[C@H]1c1cccc(OC)c1OC
**Net charge**: 0

Positions of all 52 atoms, in Å:
C: -1.13913 1.56821 -3.88231
O: -1.21298 1.40330 -2.48780
C: -0.79023 2.43708 -1.68623
C: -0.33460 3.66107 -2.14217
C: 0.06822 4.63429 -1.23769
C: 0.01714 4.38904 0.11957
C: -0.43959 3.16821 0.59021
C: -0.84383 2.18661 -0.30026
N: -1.31666 0.93173 0.08764
C: -1.26576 0.33815 1.31474
O: -0.84970 0.87160 2.32206
C: -1.71236 -1.08338 1.26548
C: -2.89741 -1.50601 0.81154
C: -4.02741 -0.61786 0.39206
N: -3.16084 -2.86261 0.72727
C: -2.29194 -3.85416 1.14954
O: -2.59771 -5.02523 1.07617
N: -1.12133 -3.41524 1.65739
C: -0.62728 -2.05298 1.67279
C: 0.52873 -1.85089 0.70604
C: 0.32409 -2.04057 -0.65593
C: 1.33162 -1.76052 -1.55245
C: 2.55458 -1.28895 -1.10272
C: 2.78837 -1.11426 0.25383
O: 3.97184 -0.68564 0.77903
C: 5.04776 -0.43648 -0.09099
C: 1.75880 -1.39949 1.17528
O: 1.95394 -1.31572 2.52956
C: 2.23815 -0.02784 3.05515
H: -0.11108 1.74951 -4.21054
H: -1.78123 2.38562 -4.22530
H: -1.49272 0.63039 -4.30841
H: -0.28675 3.87226 -3.19873
H: 0.42145 5.58434 -1.60880
H: 0.33057 5.14634 0.82117
H: -0.48143 2.96501 1.64680
H: -1.59022 0.35257 -0.69468
H: -4.20919 -0.71565 -0.67848
H: -3.81144 0.42087 0.62066
H: -4.93802 -0.90760 0.91510
H: -4.07709 -3.17448 0.44402
H: -0.47160 -4.13276 1.93966
H: -0.27325 -1.81282 2.68446
H: -0.63220 -2.40605 -0.99996
H: 1.17495 -1.90304 -2.61090
H: 3.32844 -1.07210 -1.82162
H: 5.32547 -1.33297 -0.65408
H: 5.87852 -0.14274 0.54895
H: 4.82285 0.37830 -0.78722
H: 2.41879 -0.18235 4.11709
H: 1.37773 0.63472 2.92198
H: 3.12299 0.41115 2.59199

What should be chosen as the least stable of them? Choose version w.

Version w
Computed, not measured: C4H5ClF2 in the gas phase, with wB97M-V/def2-TZVPD.

**Lowest unoccupied orbital energy**: 0.914 eV
**M**: 126.533 u
**HOMO level**: -9.7 eV
**Orbital gap**: 10.58 eV
**SMILES string**: C[C@@H](F)/C(Cl)=C\F
**Net charge**: 0

Positions of all 12 atoms, in Å:
C: -1.45266 -0.32675 -0.07251
C: -0.36170 0.62591 -0.49705
F: -0.68530 1.96061 -0.23533
C: 0.98460 0.44740 0.13813
Cl: 2.11765 1.79933 0.64096
C: 1.49527 -0.70306 0.44302
F: 0.98785 -1.82085 0.04379
H: -2.34956 -0.16790 -0.67059
H: -1.21147 -1.34629 -0.25723
H: -1.60755 -0.20537 1.03950
H: -0.24816 0.57690 -1.60976
H: 2.33103 -0.83992 1.03707

Version x
Computed, not measured: a molecular structure, C4H5ClF2, with wB97M-V/def2-TZVPD.

**Lowest unoccupied orbital energy**: -1.674 eV
**M**: 126.533 u
**HOMO level**: -8.9 eV
**Orbital gap**: 7.26 eV
**Net charge**: 0

Positions of all 12 atoms, in Å:
C: -0.88463 -1.44662 1.50950
C: 1.04298 -0.28687 -0.16451
C: -0.65271 0.64714 -0.47640
C: 0.83044 1.08704 -0.55893
F: 1.20685 1.52526 -1.82826
F: 1.19274 2.08794 0.28134
Cl: 1.28688 -1.42949 -1.38064
H: -0.36976 -2.43916 1.15401
H: -0.50258 -1.32888 2.45800
H: -1.14526 1.54681 0.02552
H: -0.99906 -0.33079 0.43717
H: -1.00589 0.36762 -1.45679

What should be chosen as the least stable of them? Choose version x.